ORCA calculation (wB97M-V/def2-TZVPD) on a 7-piece molecular cluster, C60H57ClFN2O27 overall.

Output
Frontier orbital gap   0.234 Ha
Lowest unoccupied orbital energy   -0.166 Ha
Charge   +1

Last columns: bonded neighbours and bond lengths (Å).
CARTESIAN COORDINATES (ANGSTROEM)
1 C 3.69 0.29 -0.93  C2 1.605, H32 1.147, H33 1.152, H34 1.153
2 C 2.15 -0.14 -0.95  C1 1.605, C3 1.554, C31 1.561
3 C 1.77 -1.65 -1.07  C2 1.554, C4 1.572, H35 1.147
4 C 0.25 -2.07 -1.05  C3 1.572, C5 1.557, H36 1.144
5 C -0.87 -0.99 -0.93  C4 1.557, C6 1.570, H37 1.139
6 C -0.43 0.51 -0.81  C5 1.570, C7 1.623, C31 1.544
7 C -1.64 1.58 -0.64  C6 1.623, N8 1.522, H38 1.157, H39 1.138
8 N -1.13 2.91 -0.10  C7 1.522, N9 1.321, C22 1.424
9 N -1.13 3.87 -1.00  N8 1.321, C10 1.408
10 C -0.67 5.14 -0.60  N9 1.408, C11 1.619, C16 1.552
11 C -0.73 6.32 -1.72  C10 1.619, C12 1.626, H40 1.138, H41 1.156
12 C -2.29 6.52 -2.11  C11 1.626, O13 1.455, H42 1.150, H43 1.153
13 O -3.14 6.67 -0.94  C12 1.455, C14 1.425
14 C -4.27 5.80 -1.00  O13 1.425, O15 1.258, H44 1.146
15 O -5.40 6.34 -1.08  C14 1.258
16 C -0.15 5.33 0.85  C10 1.552, Cl17 1.842, C18 1.558
17 Cl 0.43 7.03 1.28  C16 1.842
18 C -0.13 4.17 1.88  C16 1.558, C19 1.591, C22 1.583
19 C 0.43 4.31 3.36  C18 1.591, C20 1.633, F21 1.435, H45 1.156
20 C 1.95 4.89 3.26  C19 1.633, H46 1.142, H47 1.156, H48 1.158
21 F 0.55 3.08 4.09  C19 1.435
22 C -0.73 2.84 1.27  N8 1.424, C18 1.583, O23 1.402
23 O -0.86 1.67 2.03  C22 1.402, C24 1.459
24 C -1.93 1.76 3.01  O23 1.459, C25 1.596, H49 1.150, H50 1.152
25 C -3.40 1.45 2.47  C24 1.596, C26 1.632, C27 1.600, H51 1.159
26 C -4.46 1.97 3.60  C25 1.632, H52 1.149, H53 1.157, H54 1.142
27 C -3.58 -0.09 2.09  C25 1.600, C28 1.608, H55 1.145, H56 1.157
28 C -5.00 -0.48 1.43  C27 1.608, C29 1.606, C30 1.630, H57 1.148
29 C -5.76 0.75 0.73  C28 1.606, H58 1.153, H59 1.140, H60 1.142
30 C -4.79 -1.60 0.26  C28 1.630, H61 1.156, H62 1.143, H63 1.148
31 C 1.05 0.96 -0.83  C2 1.561, C6 1.544, H64 1.144
32 H 4.40 -0.59 -0.71  C1 1.147
33 H 3.90 0.77 -1.95  C1 1.152
34 H 3.81 1.11 -0.12  C1 1.153
35 H 2.53 -2.50 -1.15  C3 1.147
36 H -0.10 -3.15 -1.10  C4 1.144
37 H -1.97 -1.27 -0.89  C5 1.139
38 H -2.05 1.71 -1.72  C7 1.157
39 H -2.50 1.16 -0.03  C7 1.138
40 H -0.30 7.30 -1.32  C11 1.138
41 H -0.17 6.00 -2.68  C11 1.156
42 H -2.58 5.64 -2.79  C12 1.150
43 H -2.37 7.52 -2.69  C12 1.153
44 H -4.21 4.65 -0.98  C14 1.146
45 H -0.22 5.02 4.00  C19 1.156
46 H 2.15 5.74 4.00  C20 1.142
47 H 2.22 5.17 2.17  C20 1.156
48 H 2.68 4.04 3.52  C20 1.158
49 H -1.73 1.03 3.88  C24 1.150
50 H -1.90 2.82 3.46  C24 1.152
51 H -3.57 2.15 1.56  C25 1.159
52 H -5.39 1.30 3.59  C26 1.149
53 H -4.82 3.04 3.36  C26 1.157
54 H -3.99 2.02 4.64  C26 1.142
55 H -3.47 -0.73 3.04  C27 1.145
56 H -2.73 -0.42 1.38  C27 1.157
57 H -5.68 -0.90 2.25  C28 1.148
58 H -5.01 1.30 0.06  C29 1.153
59 H -6.59 0.37 0.04  C29 1.140
60 H -6.16 1.49 1.50  C29 1.142
61 H -4.28 -1.02 -0.61  C30 1.156
62 H -4.11 -2.46 0.60  C30 1.143
63 H -5.82 -1.95 -0.09  C30 1.148
64 H 1.35 2.06 -0.74  C31 1.144
65 C -0.43 -7.27 0.61  C66 1.334, C71 1.467, H75 1.082
66 C 0.29 -6.14 0.57  C65 1.334, C67 1.491, O74 1.364
67 C 1.55 -6.05 -0.22  C66 1.491, O68 1.220, C69 1.466
68 O 2.17 -5.00 -0.25  C67 1.220
69 C 2.00 -7.25 -0.94  C67 1.466, C70 1.335, H76 1.082
70 C 1.29 -8.38 -0.89  C69 1.335, C71 1.491, O73 1.360
71 C 0.01 -8.46 -0.12  C65 1.467, C70 1.491, O72 1.218
72 O -0.62 -9.50 -0.12  C71 1.218
73 O 1.70 -9.50 -1.55  C70 1.360, H77 0.978
74 O -0.10 -5.03 1.25  C66 1.364, H78 0.978
75 H -1.34 -7.35 1.18  C65 1.082
76 H 2.93 -7.18 -1.49  C69 1.082
77 H 1.01 -10.17 -1.36  O73 0.978
78 H 0.58 -4.35 1.06  O74 0.978
79 C 5.90 -3.20 -2.63  C80 1.335, C85 1.466, H89 1.082
80 C 6.29 -4.21 -3.41  C79 1.335, C81 1.491, O88 1.361
81 C 7.10 -3.98 -4.64  C80 1.491, O82 1.219, C83 1.466
82 O 7.46 -4.93 -5.31  C81 1.219
83 C 7.44 -2.60 -4.98  C81 1.466, C84 1.334, H90 1.082
84 C 7.05 -1.59 -4.21  C83 1.334, C85 1.490, O87 1.363
85 C 6.26 -1.82 -2.97  C79 1.466, C84 1.490, O86 1.222
86 O 5.93 -0.87 -2.28  C85 1.222
87 O 7.35 -0.30 -4.52  C84 1.363, H91 0.977
88 O 5.96 -5.50 -3.11  C80 1.361, H92 0.978
89 H 5.30 -3.36 -1.74  C79 1.082
90 H 8.02 -2.44 -5.88  C83 1.082
91 H 6.96 0.24 -3.81  O87 0.977
92 H 6.36 -6.04 -3.82  O88 0.978
93 C 5.58 6.79 7.99  C94 1.335, C99 1.466, H103 1.082
94 C 5.51 5.49 8.31  C93 1.335, C95 1.491, O102 1.361
95 C 4.51 4.59 7.67  C94 1.491, O96 1.218, C97 1.468
96 O 4.49 3.41 7.97  C95 1.218
97 C 3.59 5.17 6.68  C95 1.468, C98 1.334, H104 1.082
98 C 3.66 6.46 6.37  C97 1.334, C99 1.490, O101 1.365
99 C 4.67 7.36 6.99  C93 1.466, C98 1.490, O100 1.219
100 O 4.72 8.54 6.66  C99 1.219
101 O 2.81 7.02 5.46  C98 1.365, H105 0.978
102 O 6.34 4.95 9.24  C94 1.361, H106 0.977
103 H 6.30 7.46 8.45  C93 1.082
104 H 2.86 4.51 6.23  C97 1.082
105 H 3.07 7.96 5.40  O101 0.978
106 H 6.09 4.00 9.29  O102 0.977
107 C -8.55 0.97 -2.79  C108 1.335, C113 1.466, H117 1.082
108 C -8.92 1.95 -3.63  C107 1.335, C109 1.491, O116 1.360
109 C -8.09 2.29 -4.83  C108 1.491, O110 1.218, C111 1.467
110 O -8.46 3.17 -5.58  C109 1.218
111 C -6.85 1.53 -5.04  C109 1.467, C112 1.334, H118 1.082
112 C -6.49 0.56 -4.20  C111 1.334, C113 1.490, O115 1.363
113 C -7.33 0.20 -3.02  C107 1.466, C112 1.490, O114 1.221
114 O -6.98 -0.70 -2.29  C113 1.221
115 O -5.34 -0.15 -4.39  C112 1.363, H119 0.977
116 O -10.05 2.67 -3.43  C108 1.360, H120 0.978
117 H -9.14 0.72 -1.92  C107 1.082
118 H -6.26 1.80 -5.91  C111 1.082
119 H -5.31 -0.79 -3.66  O115 0.977
120 H -10.09 3.31 -4.17  O116 0.978
121 C -2.66 -2.65 6.91  C122 1.335, C127 1.465, H131 1.082
122 C -1.81 -3.14 7.81  C121 1.335, C123 1.491, O130 1.360
123 C -0.41 -3.52 7.43  C122 1.491, O124 1.218, C125 1.467
124 O 0.34 -3.95 8.29  C123 1.218
125 C -0.01 -3.37 6.03  C123 1.467, C126 1.334, H132 1.082
126 C -0.87 -2.88 5.13  C125 1.334, C127 1.491, O129 1.363
127 C -2.25 -2.47 5.51  C121 1.465, C126 1.491, O128 1.222
128 O -3.00 -2.01 4.66  C127 1.222
129 O -0.51 -2.74 3.82  C126 1.363, H133 0.977
130 O -2.17 -3.31 9.11  C122 1.360, H134 0.978
131 H -3.67 -2.36 7.17  C121 1.082
132 H 0.99 -3.67 5.77  C125 1.082
133 H -1.30 -2.37 3.38  O129 0.977
134 H -1.38 -3.67 9.55  O130 0.978
135 C 3.04 -3.29 -9.54  C136 1.334, C141 1.467, H145 1.082
136 C 3.36 -2.70 -8.38  C135 1.334, C137 1.491, O144 1.363
137 C 4.42 -3.25 -7.50  C136 1.491, O138 1.221, C139 1.466
138 O 4.70 -2.68 -6.46  C137 1.221
139 C 5.09 -4.49 -7.91  C137 1.466, C140 1.335, H146 1.082
140 C 4.77 -5.08 -9.07  C139 1.335, C141 1.491, O143 1.360
141 C 3.73 -4.51 -9.97  C135 1.467, C140 1.491, O142 1.218
142 O 3.47 -5.07 -11.02  C141 1.218
143 O 5.38 -6.23 -9.47  C140 1.360, H147 0.978
144 O 2.73 -1.57 -7.97  C136 1.363, H148 0.977
145 H 2.27 -2.90 -10.19  C135 1.082
146 H 5.85 -4.89 -7.25  C139 1.082
147 H 4.98 -6.45 -10.33  O143 0.978
148 H 3.14 -1.34 -7.11  O144 0.977